{"formula": "C26H40Cl3FN3O3S", "method": "ωB97M-V/def2-TZVPD", "relative_energy_kj_mol": 0.0, "lumo_ev": -4.20, "charge": 1, "elements": ["C", "C", "C", "C", "O", "C", "N", "C", "N", "C", "C", "C", "N", "C", "C", "C", "F", "C", "C", "C", "C", "C", "C", "C", "O", "C", "O", "C", "C", "C", "S", "C", "C", "H", "H", "H", "H", "H", "H", "H", "H", "H", "H", "H", "H", "H", "H", "H", "H", "H", "H", "H", "H", "H", "H", "H", "H", "H", "H", "H", "H", "H", "H", "H", "H", "H", "H", "H", "H", "H", "H", "H", "C", "Cl", "Cl", "Cl", "H"], "xyz": [[-0.6572, 0.8684, 4.2912], [0.1273, 1.4650, 3.3627], [-0.3775, 1.7905, 1.9870], [-0.0645, 0.6634, 0.9877], [-0.3985, -0.5853, 1.6892], [0.6078, -1.3551, 1.9432], [1.5250, -2.0050, 2.1986], [1.3407, 0.7115, 0.3829], [1.7583, 2.0129, -0.1188], [2.7961, 2.6191, 0.3277], [3.7016, 3.2763, -0.6616], [3.1505, 2.7278, 1.7840], [1.1278, -0.0626, -0.8574], [-0.0892, -0.0948, -1.2506], [-0.3282, -0.8992, -2.5273], [-1.6922, -0.8896, -3.1935], [0.0818, -2.1965, -2.2470], [-1.0019, 0.6319, -0.2888], [-2.3671, -0.0235, 0.0048], [-2.4769, -1.5536, -0.1569], [-2.9120, -2.2570, 1.1575], [-2.1732, -3.5919, 1.3902], [-2.9900, -4.8152, 0.9305], [-2.1237, -5.9427, 0.3923], [-0.9635, -6.1040, 1.2381], [0.1868, -6.3372, 0.5308], [0.5653, -7.4448, 0.2944], [0.9623, -5.1382, 0.0832], [2.1104, -4.8199, 0.6526], [-1.2578, 2.1082, -0.7052], [-1.7864, 2.3483, -2.4217], [-0.4302, 3.3774, -3.0653], [0.6669, 2.5700, -3.7706], [-0.3379, -0.0496, 4.7794], [-1.6257, 1.2684, 4.5853], [1.1360, 1.7490, 3.6567], [-0.0111, 2.7379, 1.5860], [-1.4675, 1.8913, 2.0433], [2.1728, 0.3425, 0.9806], [3.1444, 3.6343, -1.5273], [4.4386, 2.5508, -1.0162], [4.2410, 4.1233, -0.2415], [3.5677, 1.7673, 2.1202], [3.9155, 3.4774, 1.9592], [2.2655, 2.9066, 2.3864], [1.9041, -0.5109, -1.3317], [0.4014, -0.5048, -3.2415], [-1.6353, -0.4013, -4.1623], [-1.9887, -1.9240, -3.3686], [-2.4700, -0.4108, -2.6120], [-3.0995, 0.4508, -0.6530], [-2.6505, 0.2850, 1.0124], [-1.5290, -2.0155, -0.4332], [-3.2597, -1.7696, -0.8815], [-2.6992, -1.6172, 2.0152], [-3.9868, -2.4463, 1.1566], [-1.1870, -3.5719, 0.9198], [-1.9958, -3.6934, 2.4616], [-3.6032, -5.1692, 1.7598], [-3.6753, -4.4840, 0.1447], [-1.7771, -5.6934, -0.6147], [-2.6680, -6.8862, 0.3940], [0.5879, -4.5394, -0.7406], [2.4489, -5.2869, 1.5680], [2.7583, -4.0739, 0.2120], [-2.0457, 2.4781, -0.0505], [-0.3866, 2.7360, -0.5513], [0.0071, 3.8915, -2.2118], [-0.8625, 4.0879, -3.7655], [0.2511, 1.7404, -4.3405], [1.1940, 3.2326, -4.4606], [1.4130, 2.2232, -3.0522], [2.4439, 7.3702, -0.1238], [3.5295, 6.6848, 1.0901], [3.3471, 8.0650, -1.4581], [1.3057, 6.1440, -0.7071], [1.8698, 8.1555, 0.3499]], "mulliken_charge": [-0.754, -0.658, -0.735, 0.179, -0.272, 0.888, -0.713, -0.732, -0.266, 0.872, -1.465, -1.235, 0.392, -0.258, 0.112, -1.608, -0.298, 1.688, -2.017, -0.256, -1.220, -0.034, -0.831, -0.679, -0.295, 0.133, -0.499, 0.412, -0.794, -1.335, -0.140, 0.191, -0.883, 0.259, 0.313, 0.215, 0.562, 0.443, 0.889, 0.271, 0.255, 0.451, 0.368, 0.483, 0.164, 0.434, 0.691, 0.290, 0.440, 0.367, 0.786, 0.607, -0.117, 0.794, 0.227, 0.671, -0.297, 0.488, 0.356, 0.372, 0.341, 0.410, 0.243, 0.284, 0.280, 0.506, 0.287, -0.306, 0.511, 0.228, 0.459, 0.093, -0.069, -0.115, -0.106, -0.079, 0.362]}


{"formula": "C26H40F5N3O14SSi", "method": "ωB97M-V/def2-TZVPD", "lumo_ev": 0.18, "smiles": "CNC[Si@@](O)(CCCCCCCSc1nnco1)C[C@H](C)F.O=C1OC[C@@H](F)O1.O=C1OC[C@@H](F)O1.O=C1OC[C@@H](F)O1.O=C1OC[C@@H](F)O1", "charge": 0, "elements": ["C", "N", "C", "Si", "O", "C", "C", "C", "C", "C", "C", "C", "S", "C", "N", "N", "C", "O", "C", "C", "C", "F", "H", "H", "H", "H", "H", "H", "H", "H", "H", "H", "H", "H", "H", "H", "H", "H", "H", "H", "H", "H", "H", "H", "H", "H", "H", "H", "H", "H", "O", "C", "O", "C", "C", "F", "O", "H", "H", "H", "O", "C", "O", "C", "C", "F", "O", "H", "H", "H", "O", "C", "O", "C", "C", "F", "O", "H", "H", "H", "O", "C", "O", "C", "C", "F", "O", "H", "H", "H"], "xyz": [[-3.6850, 0.6108, -5.3366], [-2.7742, -0.5404, -5.2339], [-1.7171, -0.3927, -4.2018], [-0.0076, -0.9370, -4.8136], [-0.2425, -2.2334, -5.8214], [0.7586, 0.4365, -5.8470], [1.3928, 1.6021, -5.0486], [0.4463, 2.8060, -4.8379], [-0.2011, 2.8390, -3.4377], [0.6026, 3.6919, -2.4216], [1.2844, 2.8231, -1.3475], [0.2870, 2.3573, -0.2962], [1.1585, 1.9950, 1.2659], [0.1105, 0.8132, 1.9573], [-1.0114, 0.4150, 1.5161], [-1.4458, -0.5670, 2.4097], [-0.5710, -0.6652, 3.3055], [0.4614, 0.1879, 3.1060], [0.9835, -1.3435, -3.2559], [2.0036, -2.4513, -3.3626], [1.4377, -3.8064, -3.7320], [2.5800, -2.5849, -2.0745], [-3.9256, 0.7748, -6.3829], [-3.2318, 1.5172, -4.9551], [-4.6174, 0.4129, -4.8112], [-3.3006, -1.3572, -4.9679], [-1.6736, 0.5989, -3.7688], [-1.9491, -1.0676, -3.3684], [-1.1734, -2.3996, -5.9984], [-0.0065, 0.8101, -6.5213], [1.5008, -0.0393, -6.4875], [1.7794, 1.3005, -4.0797], [2.2459, 1.9616, -5.6180], [1.0607, 3.6964, -4.9386], [-0.2919, 2.8514, -5.6332], [-1.1811, 3.3035, -3.5232], [-0.2777, 1.8412, -3.0262], [-0.0642, 4.3604, -1.8870], [1.3767, 4.2715, -2.9156], [2.0928, 3.3734, -0.8687], [1.7537, 1.9734, -1.8391], [-0.3062, 1.5075, -0.6080], [-0.3926, 3.1698, -0.0791], [-0.6215, -1.3338, 4.1405], [1.5007, -0.4751, -2.8582], [0.2636, -1.6302, -2.4880], [2.8324, -2.1755, -4.0083], [0.3588, -3.8403, -3.6629], [1.6573, -3.9879, -4.7816], [1.9104, -4.6039, -3.1737], [5.3331, -2.3490, 6.2612], [4.2391, -1.9640, 6.0241], [3.9203, -1.0790, 5.0512], [2.4929, -0.9810, 4.9936], [2.0945, -1.4319, 6.3779], [0.8985, -2.0788, 6.3718], [3.1193, -2.3502, 6.7074], [2.1140, -1.6524, 4.2227], [2.1808, 0.0319, 4.7711], [2.0664, -0.6375, 7.1250], [-6.8890, -0.5088, -1.1726], [-5.7357, -0.3666, -0.9397], [-4.9468, -1.2847, -0.3359], [-3.5933, -0.7984, -0.3602], [-3.8075, 0.6867, -0.5007], [-2.8207, 1.2672, -1.2173], [-5.0204, 0.7575, -1.2394], [-3.0709, -1.2146, -1.2237], [-3.0647, -1.0681, 0.5419], [-3.9253, 1.2146, 0.4416], [-2.1714, 4.5316, -0.0292], [-3.3466, 4.5783, 0.1106], [-4.1808, 3.5129, 0.0030], [-5.4963, 3.9448, 0.3755], [-5.4161, 5.4326, 0.1325], [-6.1855, 6.1304, 1.0006], [-4.0496, 5.7101, 0.3916], [-5.6717, 3.7147, 1.4274], [-6.2517, 3.4507, -0.2304], [-5.6584, 5.7386, -0.8863], [6.7583, -4.5059, 11.8390], [6.6038, -4.7349, 10.6885], [5.9600, -3.9221, 9.8154], [6.1062, -4.4772, 8.5017], [6.3730, -5.9309, 8.8086], [7.1943, -6.5023, 7.8926], [7.0420, -5.8645, 10.0551], [6.9491, -4.0051, 7.9977], [5.2098, -4.3202, 7.9111], [5.4762, -6.5444, 8.9133]], "mulliken_charge": [-0.763, -0.349, 0.463, 0.131, -0.715, -0.850, -0.639, -1.270, 0.676, -1.037, -1.023, 0.553, -0.336, 0.344, 0.274, -0.758, -0.161, -0.282, -0.366, 0.369, -1.214, -0.391, 0.331, 0.168, 0.292, 0.299, -0.344, 0.090, 0.309, 0.510, 0.456, 0.293, 0.404, 0.477, 0.533, 0.404, -0.679, 0.428, 0.452, 0.621, 0.262, -0.083, -0.037, 0.578, -0.045, 0.419, 0.332, 0.246, 0.275, 0.426, -0.472, 0.592, -0.329, -0.419, 0.405, -0.286, -0.294, 0.243, 0.292, 0.306, -0.536, 0.551, -0.369, 0.200, 0.300, -0.179, -0.384, -0.060, 0.228, 0.236, -0.460, 0.393, -0.030, -0.514, 0.270, -0.293, -0.360, 0.288, 0.325, 0.291, -0.504, 0.645, -0.300, -0.231, 0.359, -0.277, -0.315, 0.263, 0.075, 0.278]}


{"formula": "C26H40N2O8", "method": "ωB97M-V/def2-TZVPD", "lumo_ev": [2.23, 2.25], "spin_multiplicity": 2, "s2": 0.75, "charge": -1, "elements": ["O", "C", "O", "C", "C", "C", "H", "H", "H", "H", "H", "H", "O", "C", "O", "C", "C", "C", "H", "H", "H", "H", "H", "H", "O", "C", "O", "C", "C", "C", "H", "H", "H", "H", "H", "H", "N", "C", "C", "C", "C", "H", "H", "H", "H", "H", "N", "C", "C", "C", "C", "H", "H", "H", "H", "H", "C", "C", "O", "C", "H", "H", "H", "H", "H", "H", "C", "C", "O", "C", "H", "H", "H", "H", "H", "H"], "xyz": [[-0.2681, -0.5511, 4.3834], [-0.9000, -0.6783, 5.4097], [-1.7729, -1.7220, 5.5872], [-2.3153, -1.5640, 6.9112], [-1.2943, -0.6937, 7.6064], [-0.8593, 0.3140, 6.5784], [-2.5596, -2.5075, 7.3991], [-3.2174, -0.9864, 6.7095], [-0.5228, -1.3976, 7.9183], [-1.8183, -0.2108, 8.4312], [0.1914, 0.5160, 6.7868], [-1.5134, 1.1552, 6.3490], [-3.6093, 1.7852, -2.4869], [-2.7412, 1.5386, -3.3316], [-2.3747, 0.1715, -3.6124], [-1.3008, 0.2355, -4.5428], [-0.7544, 1.6466, -4.6117], [-1.9123, 2.5452, -4.1794], [-1.8176, 0.0887, -5.4912], [-0.5571, -0.5371, -4.3476], [-0.2414, 1.7354, -5.5693], [0.0778, 1.7804, -3.9206], [-2.4704, 2.8898, -5.0499], [-1.6403, 3.3955, -3.5539], [-0.2290, 3.8136, -1.8311], [0.9179, 4.2384, -2.0021], [1.5200, 4.3645, -3.2291], [2.7995, 4.9354, -3.2170], [3.0073, 5.2671, -1.7422], [1.9229, 4.5160, -0.8672], [2.9564, 5.8256, -3.8262], [3.4866, 4.1234, -3.4552], [3.0332, 6.3508, -1.6287], [3.9793, 4.8853, -1.4299], [1.5427, 5.2529, -0.1597], [2.2377, 3.5930, -0.3804], [-0.0616, -0.2922, 1.3299], [-0.8085, 0.5913, 0.6301], [-0.0690, 0.9499, -0.4293], [1.1320, 0.2787, -0.4095], [1.1620, -0.4798, 0.7998], [-0.3802, -0.6892, 2.2022], [-1.7451, 1.0450, 0.9189], [-0.4048, 1.5637, -1.2521], [1.8628, 0.3630, -1.2002], [1.8375, -1.2178, 1.2066], [3.4352, -2.9937, -3.4613], [3.0792, -1.9009, -2.7097], [2.2994, -1.1749, -3.5509], [2.1582, -1.7633, -4.8317], [2.8772, -2.9455, -4.7742], [4.0301, -3.7414, -3.1339], [3.3594, -1.9061, -1.6667], [2.0768, -0.1554, -3.2728], [1.6537, -1.2962, -5.6646], [3.1114, -3.6103, -5.5925], [-3.9823, -1.2938, -1.3011], [-4.1656, -0.6249, -0.0304], [-3.9392, -1.1805, 1.0774], [-4.7349, 0.7903, -0.0120], [-2.9802, -1.7134, -1.3895], [-4.0259, -0.6501, -2.1796], [-4.7157, -2.0994, -1.2656], [-5.2145, 1.0178, -0.9640], [-3.7917, 1.3250, 0.0999], [-5.4162, 0.9609, 0.8215], [1.7319, -3.5438, 4.4040], [2.4445, -3.8841, 3.1454], [3.0608, -3.0359, 2.4632], [2.3620, -5.2883, 2.6532], [0.7090, -3.9044, 4.2961], [1.7790, -2.4759, 4.6169], [2.1004, -4.0436, 5.2999], [2.8169, -5.9146, 3.4206], [2.9907, -5.5809, 1.8122], [1.3826, -5.6000, 2.2901]], "mulliken_charge": [-0.535, 0.927, 0.088, -1.355, -1.971, -1.347, 0.727, 0.405, 0.625, 0.835, 0.632, 0.581, -0.552, 0.571, -0.332, -0.630, -0.115, -0.567, 0.280, 0.352, 0.586, -0.150, 0.376, 0.175, -0.513, 0.400, -0.093, -0.704, -0.645, -0.535, 0.269, 0.336, 0.364, 0.347, 0.306, 0.290, 0.288, -1.704, 0.863, -0.368, -1.099, 0.195, 0.516, 0.221, 0.553, 0.448, 0.118, -1.114, 0.248, -0.550, -0.635, 0.255, 0.479, 0.352, 0.428, 0.370, -0.855, 0.778, -0.606, -0.803, 0.200, 0.196, 0.379, 0.269, 0.109, 0.397, -1.904, 1.603, -0.582, -1.759, 0.245, 0.208, 0.675, 0.483, 0.289, 0.387]}


{"formula": "C26H40NO4P2PtSe", "method": "ωB97M-V/def2-TZVPD", "relative_energy_kj_mol": 265.7, "lumo_ev": [-2.60, -5.54], "spin_multiplicity": 5, "s2": 6.06, "charge": 1, "elements": ["Pt", "C", "C", "C", "P", "C", "C", "C", "C", "C", "C", "C", "C", "C", "C", "N", "C", "C", "C", "C", "C", "C", "C", "P", "C", "C", "C", "C", "C", "C", "H", "H", "H", "H", "H", "H", "H", "H", "H", "H", "H", "H", "H", "H", "H", "H", "H", "H", "H", "H", "H", "H", "H", "H", "H", "H", "H", "H", "H", "H", "H", "H", "H", "H", "H", "H", "H", "H", "H", "H", "O", "Se", "O", "O", "O"], "xyz": [[-0.1575, -0.8683, -1.1293], [4.7044, 0.1608, -1.3129], [3.3277, -0.4725, -1.6999], [3.5845, -1.7842, -2.3901], [2.0885, -0.7135, -0.3241], [2.6515, -2.1092, 0.8592], [2.0750, -3.3962, 0.3507], [4.1927, -2.2258, 1.0897], [2.1238, 0.6521, 0.7974], [3.2593, 1.0220, 1.5872], [3.1848, 2.0407, 2.4532], [4.3933, 2.2833, 3.4306], [1.9917, 2.7288, 2.6343], [0.9194, 2.5765, 1.8148], [0.9519, 1.4863, 0.9596], [-0.1893, 1.0952, 0.2929], [-1.2491, 1.8399, -0.1290], [-1.3034, 3.2222, -0.2963], [-2.4778, 3.8660, -0.5595], [-3.6800, 3.0905, -0.6291], [-4.9168, 3.7433, -1.0531], [-3.6155, 1.7157, -0.4544], [-2.4077, 1.0409, -0.2180], [-2.2080, -0.7610, -0.0805], [-2.1055, -1.0588, 1.7700], [-3.2605, -0.4163, 2.6138], [-1.8932, -2.5914, 2.0266], [-3.5448, -1.4824, -1.0314], [-4.9025, -1.6889, -0.5156], [-3.4966, -0.9381, -2.5533], [5.3070, 0.4139, -2.1337], [4.6030, 1.0088, -0.6038], [5.2033, -0.6383, -0.7798], [2.6814, 0.2584, -2.2846], [4.0980, -2.4088, -1.6801], [2.7438, -2.3017, -2.6818], [4.0841, -1.6613, -3.3437], [2.2396, -1.8078, 1.8103], [1.9032, -3.3361, -0.7071], [2.7791, -4.1961, 0.3613], [1.1714, -3.6161, 0.8720], [4.7067, -2.7648, 0.2468], [4.6032, -1.2575, 1.3220], [4.3503, -2.9064, 1.9236], [4.2490, 0.5112, 1.4475], [4.0565, 1.9356, 4.4109], [5.2906, 1.6318, 3.1734], [4.6517, 3.3521, 3.4180], [2.0050, 3.5271, 3.3802], [-0.0619, 3.1493, 1.8902], [-0.3609, 3.8214, -0.3269], [-2.4803, 4.9276, -0.8329], [-5.6571, 3.0582, -1.4583], [-5.5186, 4.2860, -0.2497], [-4.7796, 4.4033, -1.8869], [-4.5745, 1.1901, -0.5323], [-1.1577, -0.5730, 2.0267], [-4.1736, -0.8888, 2.5835], [-2.9364, -0.4356, 3.6840], [-3.4348, 0.5951, 2.3731], [-2.7623, -3.1419, 1.6857], [-0.9733, -2.9716, 1.5967], [-1.6902, -2.7710, 3.1347], [-3.0971, -2.5235, -1.1366], [-5.2929, -2.4594, -1.1397], [-4.8072, -1.9047, 0.5690], [-5.5677, -0.7927, -0.6201], [-4.4214, -0.4218, -2.7974], [-2.7899, -0.1423, -2.7308], [-3.2801, -1.6993, -3.1909], [-1.1347, -0.0692, -4.8317], [0.2043, -0.4770, -3.9793], [-0.0800, -1.8508, -2.9231], [0.4557, 0.6267, -2.6476], [1.6046, -0.7367, -4.7141]], "mulliken_charge": [2.302, -1.350, 0.504, -1.580, -0.309, 0.783, -1.425, -1.608, 0.756, -0.423, 0.277, -1.599, -0.821, -0.882, 0.101, 0.041, -0.132, -0.425, -1.025, 0.850, -1.626, -0.664, -0.035, 0.164, 0.924, -1.666, -0.963, 0.807, -1.481, -1.263, 0.450, 0.343, 0.337, 0.535, 0.313, 0.395, 0.399, 0.618, 0.304, 0.473, 0.164, 0.344, 0.204, 0.534, -0.194, 0.371, 0.329, 0.392, 0.411, 0.407, 0.573, 0.410, 0.395, 0.293, 0.407, 0.208, 0.160, 0.428, 0.405, 0.443, 0.327, 0.073, 0.390, 0.540, 0.525, 0.240, 0.266, 0.386, 0.267, 0.353, -0.596, 1.126, -0.672, -0.721, -0.588]}